# 1
ORCA calculation (ωB97M-V/def2-TZVPD) on 2 unconnected molecules or ions with the total composition C11H30N2O5PSi.

Structure (ORCA input):
```
! wB97M-V def2-TZVPD RIJCOSX def2/J DEFGRID3
* xyz 1 1
C 4.333 1.544 -3.261
C 3.834 2.598 -2.309
O 4.391 2.858 -1.268
N 2.653 3.281 -2.728
C 1.459 2.591 -2.218
C 0.190 3.270 -2.706
C -1.135 2.571 -2.302
C -1.011 1.161 -1.696
Si -2.684 0.334 -1.360
P -3.172 -1.123 -3.016
O -4.478 -1.749 -2.775
O -3.097 -0.339 -4.418
O -1.987 -2.214 -3.107
H 3.589 1.298 -4.017
H 4.628 0.657 -2.695
H 5.231 1.925 -3.753
H 2.696 4.220 -2.340
H 1.475 2.576 -1.118
H 1.515 1.551 -2.559
H 0.239 3.402 -3.791
H 0.171 4.280 -2.282
H -1.649 3.201 -1.569
H -1.803 2.532 -3.170
H -0.452 0.516 -2.388
H -0.429 1.193 -0.769
H -3.766 1.331 -1.280
H -2.569 -0.459 -0.121
H -2.493 0.415 -4.395
H -1.135 -1.876 -2.803
C -1.517 -2.892 3.522
N -0.072 -2.500 3.654
C 0.758 -3.735 3.487
C 0.167 -1.935 5.014
C 0.364 -1.527 2.582
C -0.262 -0.153 2.607
O -1.660 -0.279 2.427
H -1.678 -3.770 4.143
H -2.144 -2.076 3.857
H -1.725 -3.124 2.481
H 0.478 -4.448 4.257
H 1.808 -3.473 3.585
H 0.565 -4.154 2.502
H -0.479 -1.076 5.162
H 1.212 -1.646 5.099
H -0.070 -2.700 5.749
H 0.155 -2.020 1.633
H 1.443 -1.417 2.696
H 0.195 0.401 1.780
H -0.021 0.381 3.531
H -2.063 0.596 2.451
*
```

Results
HOMO-LUMO gap in eV: 8.7
E_tot in a.u.: -1553.4976
F_max in eV/Å: 0.8
Molar mass in g/mol: 329.43
Lowest unoccupied orbital energy in Ha: -0.1044

Computed natural (NBO) charges, given in elementary charges:
1. C -0.7269
2. C 0.7081
3. O -0.5581
4. N -0.6734
5. C -0.2101
6. C -0.4109
7. C -0.3911
8. C -0.8544
9. Si 0.6778
10. P 1.9864
11. O -1.0607
12. O -0.9712
13. O -0.9764
14. H 0.2253
15. H 0.2322
16. H 0.2590
17. H 0.3778
18. H 0.1691
19. H 0.1864
20. H 0.2213
21. H 0.2099
22. H 0.2103
23. H 0.2011
24. H 0.2152
25. H 0.2233
26. H -0.1155
27. H -0.1453
28. H 0.4971
29. H 0.4922
30. C -0.4077
31. N -0.1980
32. C -0.4049
33. C -0.4141
34. C -0.2294
35. C -0.0892
36. O -0.7268
37. H 0.2249
38. H 0.2535
39. H 0.2386
40. H 0.2352
41. H 0.2313
42. H 0.2363
43. H 0.2357
44. H 0.2317
45. H 0.2378
46. H 0.2322
47. H 0.2333
48. H 0.2029
49. H 0.1829
50. H 0.4956


# 2
ORCA calculation (ωB97M-V/def2-TZVPD) on a gas-phase ion, C2H7NO2PS (charge +1).

Structure (ORCA input):
```
! wB97M-V def2-TZVPD RIJCOSX def2/J DEFGRID3
* xyz 1 1
N -0.496 0.120 -2.217
C 0.307 0.122 -0.958
C -0.674 0.120 0.193
O -1.854 0.012 0.028
P 0.124 0.214 2.332
O 1.496 0.992 2.161
S 0.815 -1.843 2.393
H -1.519 0.219 -1.897
H -0.704 -0.632 -2.849
H -0.285 0.927 -2.805
H 0.922 -0.731 -0.917
H 0.798 1.020 -0.752
H 1.656 1.657 2.840
H -0.587 -2.198 2.448
*
```

Results
HOMO-LUMO gap in eV: 8.6
SMILES: [NH3+]CC(=O)P(O)S
E_tot in a.u.: -1024.8965
F_max in eV/Å: 3.1
Molar mass in g/mol: 140.12
Relative energy (zero: lowest compared OMol25 entry of this formula, charge and spin) in kJ/mol: 69.11
Lowest unoccupied orbital energy in Ha: -0.1332

Computed natural (NBO) charges, given in elementary charges:
1. N -0.7047
2. C -0.3610
3. C 0.3695
4. O -0.5470
5. P 0.9805
6. O -1.0117
7. S -0.3240
8. H 0.4550
9. H 0.4563
10. H 0.4468
11. H 0.2682
12. H 0.2616
13. H 0.5314
14. H 0.1792


# 3
ORCA calculation (ωB97M-V/def2-TZVPD) on a molecular structure, C24H28BrLiN2OSi.

Structure (ORCA input):
```
! wB97M-V def2-TZVPD RIJCOSX def2/J DEFGRID3
* xyz 0 1
Li 1.846 -0.866 0.934
C 0.060 -1.767 1.255
Si -0.954 -0.900 -0.008
C 0.086 0.602 -0.619
N 1.482 0.192 -0.866
C 2.423 1.317 -0.857
C 2.301 2.257 -2.060
C 2.263 1.459 -3.380
C 2.570 -0.018 -3.136
C 1.600 -0.609 -2.115
C -1.460 -1.931 -1.511
C -1.001 -3.238 -1.665
C -1.391 -4.015 -2.748
C -2.255 -3.491 -3.700
C -2.725 -2.191 -3.563
C -2.331 -1.424 -2.477
C -2.589 -0.225 0.687
C -3.717 -1.048 0.744
C -4.860 -0.663 1.428
C -4.907 0.565 2.074
C -3.807 1.407 2.017
C -2.669 1.013 1.328
H -0.200 -2.831 1.283
H -0.218 -1.365 2.240
H 0.098 1.347 0.183
H -0.353 1.105 -1.497
H 3.438 0.910 -0.823
H 2.278 1.885 0.063
H 3.153 2.941 -2.043
H 1.404 2.870 -1.958
H 2.977 1.865 -4.098
H 1.273 1.536 -3.837
H 3.603 -0.137 -2.798
H 2.468 -0.581 -4.065
H 1.898 -1.634 -1.870
H 0.618 -0.678 -2.586
H -0.326 -3.651 -0.922
H -1.028 -5.030 -2.852
H -2.566 -4.094 -4.544
H -3.403 -1.780 -4.301
H -2.716 -0.414 -2.374
H -3.693 -2.012 0.247
H -5.720 -1.321 1.458
H -5.798 0.864 2.614
H -3.837 2.374 2.507
H -1.828 1.699 1.272
O 2.845 2.936 5.757
C 2.557 2.193 4.675
C 1.292 2.148 4.092
C 1.104 1.346 2.986
N 2.079 0.625 2.431
C 3.265 0.675 3.010
Br 4.576 -0.420 2.197
C 3.577 1.423 4.123
H 2.057 3.390 6.073
H 0.469 2.720 4.500
H 0.129 1.251 2.527
H 4.561 1.418 4.570
*
```

Results
HOMO-LUMO gap in eV: 6.8
E_tot in a.u.: -3987.1563
F_max in eV/Å: 0.7
Molar mass in g/mol: 475.43
Relative energy (zero: lowest compared OMol25 entry of this formula, charge and spin) in kJ/mol: 7.22
Lowest unoccupied orbital energy in Ha: 0.0062

Computed natural (NBO) charges, given in elementary charges:
1. Li 0.8424
2. C -1.5690
3. Si 1.6495
4. C -0.6860
5. N -0.5290
6. C -0.2197
7. C -0.4270
8. C -0.4048
9. C -0.4125
10. C -0.2253
11. C -0.4920
12. C -0.1922
13. C -0.2211
14. C -0.2146
15. C -0.2416
16. C -0.1406
17. C -0.4701
18. C -0.1302
19. C -0.2331
20. C -0.2247
21. C -0.2095
22. C -0.2250
23. H 0.2255
24. H 0.2143
25. H 0.2014
26. H 0.1957
27. H 0.1887
28. H 0.2041
29. H 0.2075
30. H 0.2058
31. H 0.2091
32. H 0.2016
33. H 0.1926
34. H 0.2205
35. H 0.1988
36. H 0.2074
37. H 0.2184
38. H 0.2086
39. H 0.2085
40. H 0.2081
41. H 0.2003
42. H 0.2045
43. H 0.2081
44. H 0.2079
45. H 0.2018
46. H 0.1872
47. O -0.6389
48. C 0.3669
49. C -0.3330
50. C 0.0887
51. N -0.5405
52. C 0.1708
53. Br 0.0804
54. C -0.3306
55. H 0.4895
56. H 0.2257
57. H 0.2212
58. H 0.2493